*1*
Molecular formula: C2H5N3OS
Method: DFT, ωB97M-V/def2-TZVPD

Calculated values
Frontier orbital gap (Eh): 0.32830
Net charge: 0
Structure (SMILES): N/N=C(/N)C(=O)S

Last column: Mulliken charge in e.
Atoms and positions in Å:
N: -0.04847 0.64096 1.58604  -0.357
S: -0.50733 0.64124 -1.55555  -0.260
O: 1.17462 -1.43280 -1.04142  -0.517
H: 0.83953 1.91130 0.48129  0.282
C: 0.00750 -0.40016 0.82027  0.409
N: -0.34705 -1.73520 1.12076  -0.504
N: -0.11000 1.89636 1.20402  -0.657
H: 0.39419 -2.34439 0.64822  0.263
H: 0.23551 2.42684 2.19276  0.328
H: -0.64327 -1.93964 2.06594  0.242
C: 0.37063 -0.63161 -0.62333  0.503
H: -0.83571 1.72433 -0.72549  0.270

*2*
Molecular formula: C2H5N3OS
Method: DFT, ωB97M-V/def2-TZVPD

Calculated values
Frontier orbital gap (Eh): 0.34475
Net charge: 0
Structure (SMILES): C=NNC(=S)NO

Last column: Mulliken charge in e.
Atoms and positions in Å:
N: 0.91742 -0.48951 -0.28872  0.018
N: 0.96490 -1.71685 0.35625  -0.422
C: -0.15108 0.31201 -0.08216  0.390
H: -1.79775 1.73249 0.74836  0.284
H: 1.41944 -0.38417 -1.14643  0.275
S: -0.38223 1.55145 -1.17198  -0.522
N: -0.82423 0.12339 1.02194  -0.071
C: 1.87333 -2.50442 -0.01583  -0.278
H: -0.58661 -0.51716 1.74969  0.260
H: 2.56060 -2.22879 -0.85735  0.195
H: 1.98019 -3.53817 0.44388  0.234
O: -1.90004 0.98098 1.34691  -0.362

Stability ranking, top and bottom: *2* is the most stable and *1* is the least stable.

*1*
Molecular formula: C2H5N3OS
Method: DFT, ωB97M-V/def2-TZVPD

Calculated values
Frontier orbital gap (Eh): 0.34988
Net charge: 0
Structure (SMILES): N/N=C/N(S)C=O

Last column: Mulliken charge in e.
Atoms and positions in Å:
N: -1.68566 -1.17176 -1.76816  -0.599
N: 0.33304 0.34055 0.70348  0.000
C: 1.42770 1.24111 0.56991  0.240
N: -0.87710 -1.10920 -0.60917  -0.243
H: 1.45291 0.33201 2.80363  0.224
S: 0.65698 -0.65530 2.16766  -0.189
C: -0.29917 -0.03681 -0.42813  0.052
O: 2.15223 1.60422 1.47906  -0.516
H: -2.57978 -1.02492 -1.34703  0.249
H: 1.37231 1.75872 -0.41414  0.232
H: -0.35419 0.87412 -1.04589  0.278
H: -1.59928 -2.15274 -2.11122  0.273

*2*
Molecular formula: C2H5N3OS
Method: DFT, ωB97M-V/def2-TZVPD

Calculated values
Frontier orbital gap (Eh): 0.33732
Net charge: 0
Structure (SMILES): C=NOC(=S)NN

Last column: Mulliken charge in e.
Atoms and positions in Å:
C: 1.43193 -0.67790 2.43110  -0.270
H: 1.94485 0.29791 2.43473  0.271
N: -0.07527 0.94371 -1.38832  0.022
H: -0.77416 1.02355 -2.10202  0.235
H: 1.74264 1.71880 -1.31653  0.282
H: 0.60583 2.62722 -0.62522  0.265
O: 0.69521 0.04618 0.51943  -0.076
H: 1.51056 -1.42600 3.22943  0.307
N: 0.80016 2.04333 -1.42731  -0.697
N: 0.63216 -0.98644 1.49582  -0.394
C: -0.34259 0.06022 -0.43124  0.412
S: -1.66418 -0.93182 -0.53352  -0.357

Stability ranking, top and bottom: *1* is the most stable and *2* is the least stable.

*1*
Molecular formula: C2H5N3OS
Method: DFT, ωB97M-V/def2-TZVPD

Calculated values
Frontier orbital gap (Eh): 0.36997
Net charge: 0
Structure (SMILES): [H]/N=C\NS/C=N\O

Last column: Mulliken charge in e.
Atoms and positions in Å:
C: -0.87486 -1.86193 -0.56114  0.025
N: 1.48373 1.67836 0.87184  -0.399
O: 1.24340 2.43927 -0.38746  -0.392
H: 0.79769 0.06201 1.68650  0.394
N: -1.37374 -0.80335 0.23345  -0.304
C: 0.57182 0.84042 0.98029  0.088
H: -2.36498 -0.77764 0.45038  0.271
N: 0.23073 -1.84490 -1.22974  -0.648
H: 0.54980 -0.82020 -1.14159  0.307
S: -0.58859 0.69734 -0.34205  -0.114
H: 1.75164 3.15116 -0.04612  0.366
H: -1.42666 -2.76054 -0.51437  0.406

*2*
Molecular formula: C2H5N3OS
Method: DFT, ωB97M-V/def2-TZVPD

Calculated values
Frontier orbital gap (Eh): 0.35002
Net charge: 0
Structure (SMILES): [H]/N=C(/N)OC(N)=S

Last column: Mulliken charge in e.
Atoms and positions in Å:
H: 1.99095 -0.43883 1.85283  0.267
N: 1.37215 -1.51372 -1.08466  -0.736
N: -1.36659 -0.72711 -0.48768  -0.341
H: -0.84415 -1.55919 -0.69607  0.226
H: -2.35446 -0.75516 -0.33076  0.224
C: 1.31738 -0.87514 -0.00708  0.563
H: 2.70653 -1.80813 1.12570  0.254
S: -1.45554 1.88322 0.07942  -0.353
H: 0.79889 -1.07084 -1.80434  0.310
O: 0.55544 0.28194 0.22754  -0.340
N: 1.89846 -1.19116 1.17929  -0.411
C: -0.78083 0.41999 -0.07410  0.338

Stability ranking, top and bottom: *2* is the most stable and *1* is the least stable.